102
Properties=species:S:1:pos:R:3 method="wB97M-V/def2-TZVPD" orbital_gap_ev=7.60 e_homo_ev=-11.64 spin_multiplicity=1 charge=+1 total_energy_ha=-4995.2788
C 3.27 0.46 -0.71
B 2.16 1.50 -0.43
O 2.54 2.71 0.12
C 0.53 1.41 -0.91
C 0.32 2.91 -1.31
C 1.33 3.57 -2.26
F -0.96 3.19 -1.80
C 0.21 0.37 -2.07
C 1.23 0.55 -3.20
C 0.99 1.49 -4.38
F 0.51 0.75 -5.46
C -1.32 0.57 -2.56
C -1.82 1.14 -3.89
O -2.04 2.28 -4.05
Cl -2.32 0.02 -5.13
N 0.44 -1.03 -1.52
C 0.58 -2.09 -2.46
Cl -0.81 -2.53 -3.44
C 1.65 -2.84 -2.74
C 1.67 -3.98 -3.72
Cl 3.16 -2.56 -1.96
C -0.10 -1.48 -0.20
C 1.05 -2.15 0.66
C 2.15 -1.49 1.47
O 2.07 -0.99 2.52
F 3.36 -1.69 0.91
C -1.11 -2.68 -0.41
C -0.66 -4.12 -0.69
O 0.32 -4.69 -0.39
I -2.28 -5.25 -1.59
C -0.92 -0.38 0.61
Cl -2.66 -0.36 0.10
C -1.00 -0.79 2.09
C -1.75 0.03 3.15
O -1.55 -0.72 4.33
N -0.34 1.11 0.42
Cl 0.87 1.20 1.72
C -1.43 2.14 0.77
C -1.24 3.60 1.31
C -0.03 4.07 2.11
O -2.44 3.81 2.04
H 3.94 0.37 0.16
H 3.88 0.84 -1.54
H 2.92 -0.52 -1.02
H 3.38 3.02 -0.24
H 0.40 3.47 -0.37
H 2.06 2.92 -2.72
H 0.76 4.06 -3.06
H 1.87 4.36 -1.73
H 2.22 0.78 -2.79
H 1.40 -0.42 -3.68
H 1.94 1.94 -4.69
H 0.28 2.30 -4.19
H -1.77 1.29 -1.89
H -1.86 -0.35 -2.39
H 1.34 -3.65 -4.71
H 2.67 -4.39 -3.80
H 1.02 -4.79 -3.37
H 0.56 -2.81 1.39
H 1.55 -2.81 -0.03
H -1.69 -2.84 0.51
H -1.86 -2.45 -1.16
H -1.56 -1.74 2.07
H -0.04 -1.06 2.53
H -1.35 1.04 3.26
H -2.82 0.10 2.91
H -1.67 -0.16 5.11
H -2.09 1.67 1.48
H -2.04 2.22 -0.13
H -1.33 4.27 0.45
H -0.29 5.08 2.45
H 0.89 4.15 1.51
H 0.17 3.47 3.00
H -2.28 3.63 2.98
O -3.23 6.45 4.81
C -4.37 6.26 4.48
O -4.92 5.05 4.75
C -6.29 4.72 4.49
C -6.43 4.23 3.06
C -5.17 7.28 3.70
H -6.96 5.55 4.72
H -6.51 3.93 5.19
H -6.19 5.01 2.34
H -7.44 3.87 2.85
H -5.73 3.41 2.91
H -4.96 7.14 2.64
H -4.81 8.27 4.00
H -6.24 7.23 3.86
O 3.00 -6.49 -2.68
C 3.58 -6.65 -1.64
O 4.87 -6.28 -1.57
C 5.62 -6.28 -0.35
C 6.23 -7.63 -0.04
C 2.92 -7.31 -0.45
H 5.00 -5.91 0.47
H 6.40 -5.54 -0.52
H 5.47 -8.39 0.12
H 6.84 -7.56 0.86
H 6.86 -7.95 -0.87
H 3.05 -8.39 -0.54
H 1.86 -7.08 -0.49
H 3.32 -7.00 0.51

***

91
Properties=species:S:1:pos:R:3 method="wB97M-V/def2-TZVPD" orbital_gap_ev=6.88 e_homo_ev=-7.69 spin_multiplicity=1 total_energy_ha=-3071.0587
C 10.49 -0.65 -2.10
C 10.23 -0.05 -3.56
O 9.40 -0.59 -4.35
O 10.92 1.10 -4.02
C 10.45 2.31 -3.34
C 8.92 2.68 -3.68
C 8.13 3.34 -2.43
C 7.72 2.29 -1.30
C 6.15 2.09 -1.07
O 5.34 3.26 -1.38
S 3.69 2.95 -1.19
O 2.99 4.20 -1.69
O 3.20 1.65 -2.17
C 2.36 2.10 -3.25
O 2.94 2.54 -4.27
N 0.88 2.00 -3.18
C 0.48 0.58 -3.05
O -0.19 -0.03 -3.89
F 0.91 -0.16 -1.91
H 9.98 0.00 -1.32
H 11.63 -0.61 -1.92
H 10.14 -1.73 -2.11
H 11.10 3.16 -3.77
H 10.68 2.26 -2.22
H 8.94 3.49 -4.50
H 8.29 1.80 -4.03
H 7.26 3.93 -2.88
H 8.84 4.12 -1.95
H 8.20 2.56 -0.30
H 8.13 1.26 -1.65
H 6.00 1.89 0.06
H 5.71 1.16 -1.59
H 0.50 2.39 -4.06
O -4.06 3.32 -1.19
P -4.36 1.98 -1.87
N -5.82 1.78 -1.01
C -6.21 0.71 -0.12
C -6.90 2.71 -1.29
N -3.08 1.14 -1.06
C -3.21 -0.05 -0.24
C -1.97 1.94 -0.55
N -4.67 0.46 -2.73
C -3.60 0.20 -3.73
C -5.93 0.38 -3.49
H -6.07 -0.28 -0.56
H -7.27 0.75 0.15
H -5.66 0.76 0.83
H -7.44 2.43 -2.20
H -6.52 3.73 -1.44
H -7.63 2.78 -0.47
H -3.53 0.19 0.78
H -2.26 -0.57 -0.17
H -3.90 -0.78 -0.66
H -2.23 2.44 0.40
H -1.67 2.71 -1.27
H -1.08 1.33 -0.37
H -3.58 0.98 -4.50
H -3.74 -0.77 -4.21
H -2.61 0.16 -3.27
H -6.06 1.24 -4.16
H -6.80 0.31 -2.84
H -5.97 -0.53 -4.10
O -2.73 -2.59 2.18
P -3.11 -3.27 3.51
N -3.78 -1.83 4.15
C -3.40 -1.11 5.35
C -4.98 -1.30 3.52
N -1.47 -3.43 4.03
C -0.91 -2.93 5.27
C -0.43 -3.43 3.01
N -3.57 -4.13 5.00
C -3.21 -5.57 4.90
C -5.00 -4.11 5.35
H -3.35 -1.75 6.23
H -4.12 -0.32 5.61
H -2.44 -0.60 5.21
H -5.88 -1.83 3.87
H -4.94 -1.42 2.43
H -5.12 -0.24 3.70
H -0.64 -1.87 5.19
H 0.01 -3.48 5.53
H -1.57 -3.07 6.13
H -0.21 -2.41 2.67
H -0.73 -4.03 2.14
H 0.50 -3.87 3.38
H -3.77 -6.06 4.09
H -3.42 -6.09 5.84
H -2.15 -5.71 4.70
H -5.63 -4.42 4.51
H -5.33 -3.13 5.69
H -5.20 -4.78 6.20

***

13
Properties=species:S:1:pos:R:3 method="wB97M-V/def2-TZVPD" orbital_gap_ev=9.00 e_homo_ev=-8.69 spin_multiplicity=1 total_energy_ha=-424.0740
C -0.32 -0.46 0.36
H 0.17 2.15 1.53
H -1.12 2.29 0.42
H -1.84 -2.21 0.69
H 2.32 0.27 -0.90
H 1.00 1.35 -0.28
N -0.30 1.89 0.68
N -0.91 0.56 1.04
N -0.45 -1.96 0.60
N -0.60 -2.37 -0.87
N 0.23 -1.51 -1.46
N 0.59 -0.46 -0.63
N 1.23 0.46 -1.17

***

46
Properties=species:S:1:pos:R:3 method="wB97M-V/def2-TZVPD" orbital_gap_ev=8.82 e_homo_ev=-8.25 smiles="COc1ccc(S(=O)(=O)NCCN2CCOCC2)c(C)c1C" spin_multiplicity=1 total_energy_ha=-1394.5911
C -5.49 -2.47 -0.71
O -5.09 -1.42 0.14
C -3.91 -0.80 -0.10
C -3.04 -1.15 -1.13
C -1.85 -0.46 -1.29
C -1.53 0.57 -0.44
S 0.08 1.33 -0.70
O 0.01 2.76 -0.66
O 0.66 0.73 -1.87
N 0.99 0.89 0.63
C 1.01 -0.50 1.02
C 1.83 -1.36 0.04
N 3.26 -1.13 0.00
C 3.67 0.14 -0.55
C 5.18 0.07 -0.83
O 5.90 -0.22 0.35
C 5.46 -1.42 0.93
C 3.97 -1.38 1.24
C -2.38 0.95 0.60
C -2.02 2.08 1.51
C -3.57 0.25 0.77
C -4.51 0.61 1.89
H -5.61 -2.13 -1.74
H -4.79 -3.31 -0.67
H -6.46 -2.79 -0.33
H -3.29 -1.95 -1.81
H -1.16 -0.72 -2.08
H 0.79 1.53 1.39
H -0.01 -0.91 1.07
H 1.45 -0.57 2.02
H 1.67 -2.41 0.30
H 1.45 -1.18 -0.97
H 3.12 0.33 -1.47
H 3.48 0.97 0.15
H 5.55 1.02 -1.19
H 5.37 -0.72 -1.57
H 6.05 -1.56 1.84
H 5.66 -2.26 0.23
H 3.65 -2.35 1.65
H 3.79 -0.60 2.00
H -1.65 1.70 2.46
H -1.26 2.71 1.05
H -2.90 2.69 1.72
H -3.98 0.65 2.84
H -4.95 1.59 1.71
H -5.30 -0.12 1.96